Record 1
H4N2O2 | ωB97M-V/def2-TZVPD

Last columns: bonded neighbours and bond lengths (Å).
Cartesian coordinates (Å):
1 N -0.630 -0.670 0.103  N2 1.237, O3 1.375
2 N 0.382 -0.787 0.806  N1 1.237, H7 1.027
3 O -0.529 -1.257 -1.136  N1 1.375, H5 0.967
4 O 0.222 1.698 0.152  H6 0.966, H8 1.184
5 H -1.278 -0.912 -1.641  O3 0.967
6 H 0.111 2.563 0.568  O4 0.966
7 H 1.140 -1.364 0.422  N2 1.027
8 H 0.581 0.728 0.727  O4 1.184

## Properties
**SMILES**: [H]/N=N\O.O
**Frontier orbital gap**: 0.378 Ha

---

Record 2
H4N2O2P | ωB97M-V/def2-TZVPD

Last columns: bonded neighbours and bond lengths (Å).
Cartesian coordinates (Å):
1 N 1.505 0.427 1.003  H6 0.955, H7 0.996
2 N 0.318 0.564 -1.169  P5 1.725, H8 1.066
3 O -1.693 0.618 0.553  P5 1.466
4 O -0.776 -1.671 -0.004  P5 1.493
5 P -0.995 -0.248 -0.401  N2 1.725, O3 1.466, O4 1.493, H9 1.548
6 H 1.322 1.203 1.527  N1 0.955
7 H 1.005 -0.383 1.298  N1 0.996
8 H 1.043 -0.208 -1.044  N2 1.066
9 H -1.730 -0.302 -1.762  P5 1.548

## Properties
**2S+1**: 3
**Frontier orbital gap (alpha / beta)**: 0.349 / 0.262 Ha
**Net charge**: -1

---

Record 3
H4N2O2S | ωB97M-V/def2-TZVPD

Last columns: bonded neighbours and bond lengths (Å).
Cartesian coordinates (Å):
1 N -0.541 1.224 0.217  S5 1.658, H6 1.083, H7 1.109
2 N 0.646 -0.872 0.858  S5 1.705, H8 1.032, H9 0.985
3 O -0.965 -1.042 -1.608  S5 2.016
4 O 1.471 0.646 -1.087  S5 1.378
5 S 0.352 0.052 -0.544  N1 1.658, N2 1.705, O3 2.016, O4 1.378
6 H -0.914 2.112 -0.278  N1 1.083
7 H -1.381 0.598 0.582  N1 1.109
8 H -0.200 -1.462 0.815  N2 1.032
9 H 1.533 -1.256 1.045  N2 0.985

## Properties
**SMILES**: NS(N)(=O)=O
**Frontier orbital gap**: 0.357 Ha

---

Record 4
H4N2O2Si | ωB97M-V/def2-TZVPD

Last columns: bonded neighbours and bond lengths (Å).
Cartesian coordinates (Å):
1 N 0.338 1.424 0.370  Si5 1.668, H6 1.069, H7 1.010
2 N -0.339 -1.173 0.429  O3 1.218, O4 1.229, Si5 1.789
3 O -1.058 -1.032 1.402  N2 1.218
4 O 0.123 -2.278 0.152  N2 1.229
5 Si 0.083 0.160 -0.687  N1 1.668, N2 1.789, H8 1.452
6 H 0.914 2.325 0.356  N1 1.069
7 H 0.196 1.412 1.370  N1 1.010
8 H 1.239 -0.552 -1.201  Si5 1.452
9 H -1.496 -0.285 -2.192  no bonds

## Properties
**Frontier orbital gap (alpha / beta)**: 0.339 / 0.339 Ha

---

Record 5
H4N2O3S | ωB97M-V/def2-TZVPD

Last columns: bonded neighbours and bond lengths (Å).
Cartesian coordinates (Å):
1 N 0.243 1.777 0.033  O5 1.462, H7 0.955, H8 0.993
2 N -0.221 -0.979 0.347  S6 1.687, H9 1.044, H10 1.106
3 O -1.425 0.256 -1.471  S6 1.446
4 O -2.673 -0.463 0.530  S6 1.407
5 O -0.997 1.343 0.675  N1 1.462, S6 1.556
6 S -1.496 0.055 -0.041  N2 1.687, O3 1.446, O4 1.407, O5 1.556
7 H 1.001 1.310 0.379  N1 0.955
8 H 0.109 1.541 -0.922  N1 0.993
9 H 0.028 -1.583 -0.467  N2 1.044
10 H -0.528 -1.650 1.170  N2 1.106

## Properties
**SMILES**: NOS(N)(=O)=O
**Frontier orbital gap**: 0.417 Ha

---

Record 6
H4N2O3Si | ωB97M-V/def2-TZVPD

Last columns: bonded neighbours and bond lengths (Å).
Cartesian coordinates (Å):
1 N 0.505 0.886 -0.786  Si6 1.721, H7 0.973, H8 1.024
2 N -2.171 0.062 -0.197  O3 1.235, O4 1.211, Si6 1.954
3 O -2.655 -0.854 -0.870  N2 1.235
4 O -2.706 0.969 0.403  N2 1.211
5 O -0.188 -1.735 -0.129  Si6 1.640, H9 1.020
6 Si -0.299 -0.161 0.318  N1 1.721, N2 1.954, O5 1.640, H10 1.374
7 H 1.300 0.614 -1.276  N1 0.973
8 H 0.616 1.904 -0.793  N1 1.024
9 H -0.981 -1.900 -0.750  O5 1.020
10 H -0.276 0.213 1.639  Si6 1.374

## Properties
**SMILES**: N[Si@H](O)[N+](=O)[O-]
**Frontier orbital gap**: 0.382 Ha

---

Record 7
H4N4 | ωB97M-V/def2-TZVPD

Last columns: bonded neighbours and bond lengths (Å).
Cartesian coordinates (Å):
1 N 1.000 -0.703 -0.016  N4 1.349, H5 1.032, H7 0.963
2 N 0.066 1.191 -0.046  N4 1.224, H6 1.006
3 N -1.162 -0.796 0.153  N4 1.284, H8 1.012
4 N -0.159 -0.011 -0.008  N1 1.349, N2 1.224, N3 1.284
5 H 1.442 -0.567 0.906  N1 1.032
6 H -0.738 1.783 -0.174  N2 1.006
7 H 1.628 -0.433 -0.694  N1 0.963
8 H -2.077 -0.464 -0.121  N3 1.012

## Properties
**Frontier orbital gap**: 0.363 Ha

---

Record 8
H4N4O | ωB97M-V/def2-TZVPD

Last columns: bonded neighbours and bond lengths (Å).
Cartesian coordinates (Å):
1 N -2.283 0.186 -0.211  O5 1.181
2 N 1.195 0.649 -0.116  N4 1.474, H6 0.957, H7 1.046
3 N 0.006 -1.465 -0.047  N4 1.250, H8 0.984
4 N 0.252 -0.339 0.438  N2 1.474, N3 1.250, H9 0.970
5 O -1.458 0.574 0.540  N1 1.181
6 H 0.881 1.509 0.163  N2 0.957
7 H 1.238 0.596 -1.160  N2 1.046
8 H -0.273 -1.469 -0.991  N3 0.984
9 H 0.442 -0.242 1.384  N4 0.970

## Properties
**Frontier orbital gap (alpha / beta)**: 0.283 / 0.289 Ha

---

Number 1: E -262.25846 Eh. Number 2: E -603.70741 Eh. Number 3: E -660.40585 Eh. Number 4: E -551.71845 Eh. Number 5: E -735.73499 Eh. Number 6: E -627.11139 Eh. Number 7: E -221.27317 Eh. Number 8: E -296.41986 Eh.